Formula: C37H46AuBGeN11OP
Source: OMol25
Level of theory: ωB97M-V/def2-TZVPD

As for the HOMO energy (alpha / beta): -10.101 / -10.618 eV. The energy relative to the best compared isomer or geometry (same formula, charge and spin) is 0.636 eV. The net charge is +1. The spin multiplicity is 4. The calculation puts the lowest unoccupied orbital energy (alpha / beta) at -2.1 / -6.9 eV. The value obtained for the HOMO-LUMO gap (alpha / beta) is 8.01 / 3.74 eV. Its expectation value of S² is 3.767.

Geometry as XYZ:
```
99
Properties=species:S:1:pos:R:3:forces:R:3:mulliken_charge:R:1
Au -0.501 -1.151 0.304 -0.3 0.0 0.6 0.690
Ge -1.601 2.238 0.791 -0.6 0.1 0.7 1.918
P 1.606 0.294 -2.446 1.9 -1.3 0.9 -1.048
O 0.858 -0.638 -1.591 -0.1 0.2 -0.5 0.698
N 2.969 1.030 -1.892 -0.7 -0.2 -0.2 0.541
N 1.322 -5.196 2.257 -0.1 -0.1 -0.2 0.537
N 0.616 1.610 -2.844 -0.7 0.7 -0.6 0.771
N 1.980 -3.533 -0.592 0.1 -0.2 -0.3 -1.151
N -0.890 -3.212 -0.151 -0.1 0.4 -0.1 -0.748
N -0.404 -4.222 0.593 -0.2 -0.2 0.1 0.581
N 1.845 -3.232 0.714 0.0 -0.1 0.3 2.020
N 2.048 -0.468 -3.856 -0.4 0.8 0.2 0.482
N -0.431 -1.864 2.418 0.1 0.3 -0.2 -0.819
N 2.580 -5.098 2.738 0.4 0.3 -0.1 -0.917
N 0.315 -2.948 2.690 -0.1 -0.1 0.1 1.089
C 0.999 5.225 -0.774 0.1 0.1 0.0 -0.742
C -1.775 -3.718 -0.998 0.0 -0.2 0.0 -0.474
C -4.976 0.213 -0.821 0.0 -0.1 0.0 -0.776
C 0.433 4.234 0.016 -0.1 0.1 0.0 -0.536
C 0.151 -1.781 4.562 0.0 0.1 0.0 -1.191
C -2.999 2.077 3.349 0.0 0.0 0.0 -0.271
C -2.707 3.503 5.261 0.0 0.0 0.0 -0.570
C 1.085 2.888 -3.334 0.3 -0.1 0.1 -0.923
C -0.327 0.805 0.789 0.1 -0.1 0.0 -0.837
C -1.870 -5.097 -0.819 0.0 0.1 0.0 -1.210
C -0.977 -5.370 0.195 -0.1 -0.1 -0.3 -0.011
C -5.990 1.148 -0.683 0.0 0.0 0.0 -0.594
C 0.675 -2.923 3.986 0.0 0.1 0.1 -0.050
C -3.390 1.781 0.100 0.6 0.0 -0.1 0.089
C -1.325 3.799 3.314 0.0 -0.1 0.1 -0.291
C 2.727 0.224 -4.941 0.1 0.0 0.0 -1.054
C 2.926 -2.550 1.163 0.0 0.1 -0.2 -0.324
C 0.818 -6.423 2.552 -0.2 0.0 0.1 -0.231
C 2.793 1.912 -0.734 0.1 0.1 0.0 -0.815
C 1.494 -1.772 -4.192 -0.2 -0.2 0.0 -0.850
C 4.271 0.370 -1.945 0.2 0.0 -0.1 -0.834
C -4.413 2.721 0.220 0.0 0.0 0.0 -0.334
C -0.850 3.753 -0.250 -0.1 -0.3 0.2 0.452
C -1.550 4.289 -1.330 0.0 0.2 0.0 -0.052
C -0.525 -1.137 3.526 0.0 -0.2 0.1 -0.412
C -0.987 5.279 -2.127 -0.1 0.1 0.0 -0.702
C -1.684 4.170 4.604 0.1 0.1 -0.1 -0.630
C -5.706 2.407 -0.170 0.0 0.0 0.0 -0.764
C 1.779 -7.140 3.215 0.1 -0.1 0.1 -0.960
C -1.993 2.762 2.673 0.3 0.0 -0.7 -0.253
C -0.820 1.414 -2.878 -0.2 -0.5 -0.1 -0.570
C 0.292 5.747 -1.851 0.0 0.2 0.1 -0.858
C 2.868 -6.255 3.305 -0.2 0.1 0.0 -0.275
C 3.140 -3.025 -0.970 -0.1 -0.1 0.2 -0.684
C -3.681 0.528 -0.428 0.0 0.1 -0.1 -0.011
C -3.356 2.445 4.639 0.0 0.0 0.0 -0.791
C 3.787 -2.386 0.104 0.0 0.1 0.1 -1.481
B 0.752 -3.935 1.567 0.7 -0.1 0.1 -0.169
H 2.158 2.976 -3.200 0.0 -0.1 0.0 0.308
H -3.520 1.260 2.862 0.0 0.0 0.0 0.446
H -0.720 -6.326 0.610 0.1 0.1 -0.1 0.344
H 1.749 2.216 -0.640 0.1 0.0 0.0 -0.021
H 3.025 -2.238 2.187 -0.1 -0.1 0.1 0.598
H -2.492 -5.794 -1.352 0.0 0.0 0.0 0.433
H 1.295 -3.695 4.409 0.0 -0.1 -0.1 0.472
H 4.755 -1.911 0.121 0.0 -0.1 0.0 0.831
H 0.741 6.510 -2.473 0.0 0.0 0.0 0.405
H -1.169 4.991 5.086 0.0 0.0 0.0 0.417
H -2.296 -3.088 -1.700 0.0 0.1 0.1 0.487
H 3.519 -0.414 -5.336 0.0 0.0 0.0 0.387
H -7.005 0.893 -0.958 0.0 0.0 0.0 0.395
H 2.313 -2.469 -4.382 0.0 0.0 0.0 0.309
H 2.033 0.442 -5.757 0.0 0.0 0.0 0.319
H 3.171 1.151 -4.581 0.0 0.0 0.0 0.328
H -6.495 3.139 -0.060 0.0 0.0 0.0 0.426
H -5.197 -0.769 -1.222 0.0 0.0 0.0 0.455
H 4.273 -0.412 -2.702 0.0 0.0 0.0 0.387
H -3.010 3.823 6.250 0.0 -0.1 0.0 0.387
H -4.200 3.700 0.637 0.0 0.0 0.0 0.473
H -2.549 3.928 -1.555 0.0 0.0 0.0 0.281
H 3.083 1.404 0.188 0.0 -0.1 0.0 0.435
H -1.055 0.377 -2.649 0.0 0.1 0.0 0.073
H 3.475 -3.160 -1.988 0.0 0.0 0.0 0.561
H 1.998 5.586 -0.560 0.0 0.0 0.0 0.430
H 0.590 3.687 -2.771 -0.1 -0.2 -0.1 0.179
H 0.248 -1.447 5.580 0.0 -0.1 0.0 0.457
H -0.521 4.325 2.811 -0.1 0.1 0.0 0.233
H -1.067 -0.206 3.524 0.0 0.0 0.0 0.477
H 0.620 1.046 1.276 0.0 0.0 0.0 0.781
H -1.218 1.688 -3.857 0.1 0.1 0.0 0.520
H -4.153 1.918 5.147 0.0 0.0 0.0 0.426
H -2.889 -0.210 -0.518 -0.1 -0.1 0.0 0.080
H 0.877 -1.706 -5.091 0.0 0.0 0.0 0.290
H 0.997 3.832 0.852 0.0 0.0 0.0 0.497
H -0.191 -6.713 2.314 0.1 0.0 0.1 0.502
H -1.537 5.684 -2.967 0.0 0.0 0.0 0.434
H -1.292 2.054 -2.123 0.2 0.0 -0.1 -0.167
H 0.834 3.009 -4.393 -0.1 -0.1 0.0 0.453
H 1.722 -8.153 3.575 -0.1 0.0 0.0 0.419
H 3.409 2.807 -0.849 0.0 0.0 0.0 0.347
H 3.830 -6.400 3.768 0.0 0.0 0.0 0.456
H 4.519 -0.080 -0.984 -0.1 0.0 -0.1 0.120
H 0.907 -2.151 -3.359 0.1 0.0 0.0 0.149
H 5.040 1.104 -2.198 0.0 0.0 0.0 0.324
```
Positions in Å, forces in eV/Å.

***

Formula: C37H46AuClN4
Source: OMol25
Level of theory: ωB97M-V/def2-TZVPD

As for the HOMO energy (alpha / beta): -4.853 / -4.866 eV. The calculation puts the lowest unoccupied orbital energy (alpha / beta) at -1.2 / -1.2 eV. The value obtained for the HOMO-LUMO gap (alpha / beta) is 3.64 / 3.65 eV.

Geometry as XYZ:
```
89
Properties=species:S:1:pos:R:3:forces:R:3:mulliken_charge:R:1
Au -0.451 -0.018 -0.016 0.4 0.1 0.0 1.859
Cl 2.662 1.555 0.016 0.8 1.6 0.0 -0.257
N -0.655 -0.011 1.973 -0.2 0.1 0.7 -0.696
N -0.537 1.992 -0.019 -0.2 1.2 -0.3 -0.823
N -0.289 -0.024 -2.014 0.2 0.1 -1.0 -0.680
N -0.489 -2.031 -0.017 -0.2 -1.4 -0.3 -0.752
C -0.272 -4.202 -0.697 -0.2 -0.6 1.0 1.476
C -0.698 -1.109 2.797 0.0 0.7 0.0 0.130
C -0.829 2.395 2.375 0.2 0.5 -1.0 -0.826
C 0.604 2.267 5.484 -0.1 0.0 0.1 -0.891
C -0.542 4.176 0.664 0.1 0.7 -1.1 0.946
C -0.694 -2.413 2.390 0.1 -0.6 -0.8 -1.006
C -1.734 -6.260 1.379 0.2 0.1 0.1 -1.172
C 2.045 -0.049 0.042 -1.4 -1.2 0.1 -1.047
C -0.319 -2.847 -1.101 -0.1 0.8 -0.2 -0.161
C -0.778 1.626 5.311 0.2 0.0 0.0 -1.349
C -1.336 5.548 -2.524 0.1 0.1 0.0 -1.006
C -0.772 -0.678 4.172 -0.1 0.2 0.0 0.636
C -0.123 5.320 -1.620 -0.1 -0.1 0.0 -1.195
C -0.076 2.376 -2.396 -0.1 0.4 0.8 -0.626
C -0.319 4.165 -0.697 -0.1 0.7 1.2 1.006
C 0.250 0.653 -4.147 0.1 -0.3 0.0 0.788
C -0.797 0.682 4.157 -0.1 -0.2 0.0 1.100
C -0.667 2.819 1.060 -0.2 -0.9 0.6 -0.184
C 0.565 -1.641 -5.269 0.1 0.1 0.1 -1.244
C 0.778 5.436 2.380 -0.2 0.1 -0.1 -0.702
C -0.059 1.074 -2.805 -0.1 -0.7 0.3 -0.013
C -0.756 1.092 2.781 0.0 -0.8 0.0 0.086
C 1.473 -5.403 -2.046 -0.1 -0.1 0.0 -0.781
C 0.560 1.598 -5.255 -0.1 0.0 0.0 -1.130
C -0.317 2.805 -1.095 0.1 -1.1 -0.3 -0.069
C 0.014 -5.368 -1.588 0.1 0.1 0.0 -1.186
C -0.538 5.340 1.601 0.1 -0.1 0.0 -1.316
C 0.220 -0.706 -4.158 -0.1 0.3 0.0 0.618
C 0.565 -1.547 6.099 -0.1 -0.1 0.0 -1.040
C -0.111 -1.122 -2.818 -0.1 0.5 0.1 -0.165
C -0.783 -1.562 5.375 0.2 0.1 0.0 -1.153
C 1.967 -2.238 -5.106 -0.2 0.0 -0.1 -0.877
C -0.465 -5.419 1.554 -0.1 0.0 -0.1 -1.041
C -0.183 -2.425 -2.422 0.0 -0.3 0.7 -0.607
C -0.571 -2.854 1.073 -0.1 0.8 0.6 -0.202
C -0.450 -4.212 0.672 0.2 -0.6 -0.9 0.803
C -0.692 2.326 -5.750 0.2 0.0 -0.1 -0.964
H 0.546 -2.220 6.954 0.0 -0.1 0.1 0.416
H -0.087 -3.198 -3.166 0.1 0.0 -0.1 0.594
H -1.375 5.252 2.298 0.0 0.1 0.0 0.394
H 0.875 2.851 4.608 0.1 0.0 -0.1 0.045
H 2.330 -0.597 -0.846 0.4 -0.2 -0.1 0.366
H 1.301 2.324 -4.909 0.0 0.0 -0.1 0.408
H 1.367 1.503 5.624 0.1 0.0 0.0 0.314
H 1.002 1.036 -6.079 0.1 0.1 0.0 0.425
H 1.615 5.513 1.689 0.1 0.0 0.0 0.305
H -1.001 3.146 3.127 0.1 0.1 0.1 0.573
H 1.647 -6.287 -2.653 0.1 -0.1 -0.1 0.413
H 2.036 -2.839 -4.203 0.0 0.0 0.1 0.048
H -1.172 6.415 -3.159 0.0 0.1 -0.1 0.379
H -0.171 -2.447 -5.319 0.0 0.1 -0.1 0.421
H 1.729 -4.523 -2.628 0.1 0.1 -0.1 -0.050
H 0.764 5.147 -2.235 0.0 0.1 0.0 0.405
H -2.228 5.719 -1.927 -0.1 0.0 0.0 0.322
H 2.711 -1.447 -5.047 0.1 0.0 0.0 0.324
H 1.354 -1.870 5.423 0.1 0.0 0.0 0.302
H -0.437 2.981 -6.580 -0.1 0.1 -0.1 0.376
H -1.436 1.607 -6.083 -0.1 0.0 -0.1 0.324
H -0.781 -3.172 3.149 0.1 -0.1 0.1 0.197
H 0.145 3.142 -3.120 0.0 0.0 -0.1 0.549
H -0.685 6.257 1.029 -0.1 0.0 0.1 0.459
H 0.406 -6.039 1.320 0.0 0.0 0.1 0.346
H 0.802 -0.550 6.462 0.1 0.1 0.0 0.224
H -1.828 -6.632 0.362 0.0 0.0 -0.1 0.334
H 2.137 -5.442 -1.187 0.1 0.0 0.1 0.328
H 2.283 -0.553 0.968 0.5 -0.1 0.1 0.433
H -1.033 1.085 6.222 -0.1 0.0 0.0 0.361
H -1.020 -2.586 5.088 -0.1 0.0 0.1 0.384
H -1.703 -7.117 2.047 -0.1 -0.1 0.1 0.395
H -1.523 2.411 5.164 -0.1 0.0 0.1 0.518
H 0.523 -1.089 -6.210 -0.1 -0.1 0.0 0.459
H -0.191 -6.288 -1.044 -0.1 0.0 0.0 0.254
H 0.612 2.924 6.352 0.0 0.1 0.1 0.382
H 0.927 4.551 2.995 0.1 0.0 0.0 -0.024
H 0.055 6.218 -1.028 0.1 0.0 -0.1 0.419
H -2.616 -5.667 1.609 -0.1 0.0 0.0 0.298
H -1.564 -1.219 6.057 -0.1 -0.1 0.0 0.381
H -0.383 -5.114 2.598 0.1 -0.1 0.0 0.384
H 2.199 -2.872 -5.958 0.1 -0.1 -0.1 0.383
H -1.136 2.927 -4.960 -0.1 0.0 0.0 0.161
H 0.772 6.313 3.025 0.1 0.0 0.1 0.388
H -0.646 -5.346 -2.458 -0.1 -0.1 0.0 0.423
H -1.522 4.689 -3.162 -0.1 -0.1 -0.1 0.179
```
Positions in Å, forces in eV/Å.